# 1
Formula: C36H72O16
Source: OMol25
Level of theory: ωB97M-V/def2-TZVPD

HOMO level = -9.05 eV
energy relative to the best compared isomer or geometry (same formula, charge and spin) = 1550.63 kJ/mol
energy = -71243.6849 eV
max |F| = 13.74 eV/Å

Last column: Mulliken charge in e.
Atoms and positions in Å:
O -2.626 4.720 1.691  -0.664
C -2.211 4.249 0.551  0.617
O -1.309 4.875 -0.257  -0.134
C -1.013 6.307 -0.020  -0.402
C 0.233 6.535 -0.778  -1.272
C -2.436 2.852 0.171  -0.355
H -0.969 6.311 0.893  0.568
H -1.746 7.061 -0.418  0.234
H 0.394 7.613 -0.646  0.436
H 0.013 6.607 -1.867  0.312
H 1.059 5.941 -0.526  0.344
H -1.640 2.200 0.583  -0.176
H -2.306 2.557 -0.816  0.237
H -3.319 2.474 0.557  0.242
O 3.468 -2.453 0.157  -0.481
C 3.701 -1.617 -0.573  0.674
O 3.522 -1.625 -1.965  -0.276
C 2.966 -2.801 -2.448  -0.021
C 2.876 -2.582 -4.022  -1.424
C 4.112 -0.195 -0.170  -0.705
H 1.967 -2.981 -2.080  0.123
H 3.748 -3.505 -2.350  0.618
H 2.199 -1.856 -4.122  0.250
H 2.308 -3.425 -4.710  0.182
H 3.730 -2.495 -4.497  0.572
H 3.305 0.351 -0.321  0.035
H 4.912 0.533 -0.592  0.381
H 4.274 -0.009 0.921  0.173
O 0.506 1.602 -4.212  -0.630
C 0.575 2.834 -3.870  0.784
O 1.744 3.395 -3.708  -0.316
C 3.012 2.682 -3.690  0.044
C 4.220 3.429 -3.064  -1.106
C -0.641 3.591 -3.422  -1.077
H 3.175 2.501 -4.747  0.320
H 2.829 1.625 -3.350  0.040
H 4.359 4.278 -3.850  0.300
H 4.987 2.683 -3.013  0.346
H 3.963 3.836 -2.103  0.291
H -1.498 3.401 -2.962  0.470
H -0.783 4.333 -4.177  0.448
H -0.279 4.273 -2.280  0.057
O -0.248 -1.920 -0.086  -0.590
C 0.027 -0.921 -0.598  0.765
O 0.407 0.223 0.006  0.339
C 0.554 0.119 1.444  -1.075
C 1.134 1.409 2.052  -0.909
C -0.083 -0.529 -2.148  -1.261
H 1.103 -0.735 1.757  0.901
H -0.339 -0.220 1.929  0.482
H 1.322 1.270 3.164  -0.006
H 0.484 2.219 1.710  -0.003
H 1.942 1.644 1.502  0.460
H 0.820 -0.316 -2.815  -0.299
H -0.718 0.137 -2.163  1.106
H -0.478 -1.576 -2.564  -0.015
O 3.711 -0.230 3.818  -0.509
C 4.291 0.516 4.556  0.761
O 4.125 0.606 5.863  -0.409
C 3.421 -0.356 6.507  -0.419
C 4.318 -1.678 6.717  -1.265
C 5.297 1.658 4.032  -1.150
H 2.444 -0.603 5.998  -0.041
H 3.170 -0.077 7.300  0.939
H 5.274 -1.178 7.129  0.308
H 4.377 -2.155 5.877  0.424
H 3.812 -2.147 7.555  0.393
H 6.277 1.217 3.777  0.291
H 5.209 2.500 4.719  0.371
H 4.991 2.215 3.165  0.331
O -3.626 -1.365 0.909  -0.609
C -4.192 -1.138 -0.230  0.648
O -5.365 -0.475 -0.430  -0.204
C -6.184 -0.106 0.649  -0.185
C -7.350 0.635 0.074  -1.419
C -3.508 -1.689 -1.433  0.026
H -5.519 0.862 1.071  0.072
H -6.282 -0.814 1.317  0.516
H -7.826 0.068 -0.742  0.311
H -7.040 1.459 -0.445  0.389
H -7.880 1.110 0.810  0.482
H -2.630 -1.895 -1.229  -0.447
H -3.908 -0.985 -2.210  0.170
H -3.931 -2.716 -1.624  0.275
C -1.854 -0.080 -6.648  -0.999
C -2.941 -0.475 -5.780  0.704
O -2.631 -1.005 -4.562  -0.459
C -4.356 -0.269 -6.186  -1.216
H -1.120 -0.909 -6.492  0.275
H -1.558 0.889 -6.309  0.113
H -2.071 -0.195 -7.610  0.572
H -4.973 -0.939 -5.655  0.370
H -4.457 -0.405 -7.340  0.304
H -4.773 0.612 -5.882  0.325
C 0.968 -3.016 4.519  -0.181
C -0.233 -3.740 3.848  0.584
O -1.350 -3.772 4.445  -0.629
C -0.081 -4.325 2.452  -0.775
H 0.978 -3.046 5.650  0.297
H 0.849 -2.147 4.062  -0.352
H 1.834 -3.535 4.122  0.410
H -1.022 -4.207 1.819  0.089
H 0.234 -5.365 2.601  0.476
H 0.819 -3.976 1.922  0.143
C -1.190 0.285 5.402  -0.376
C -1.037 1.716 5.799  0.651
O -0.970 2.076 7.103  -0.639
C -1.030 2.785 4.701  -0.989
H -2.279 0.182 4.991  0.323
H -0.952 -0.345 6.190  0.359
H -0.407 0.085 4.614  -0.288
H -0.070 2.626 4.109  0.036
H -1.053 3.676 5.144  0.472
H -1.858 2.635 4.126  0.433
C -1.164 -5.205 -1.623  -0.582
C -0.217 -5.751 -2.712  0.749
O 0.879 -5.074 -3.010  -0.500
C -0.686 -6.918 -3.460  -1.355
H -2.165 -4.960 -2.066  0.308
H -0.664 -4.441 -0.961  -0.066
H -1.613 -6.068 -0.834  0.348
H -1.489 -7.507 -2.886  0.284
H 0.143 -7.330 -3.785  0.498
H -1.226 -6.712 -4.408  0.283

Atoms 1-6, force components in eV/Å:
1.6290 -1.5209 -5.4410
0.1123 2.4348 4.8610
-2.0556 0.1414 -0.0313
-1.1672 -1.3256 -9.2281
-1.0359 2.8199 -1.5118
1.7550 -0.8539 0.8220

# 2
Formula: C36H73BF2N4O4
Source: OMol25
Level of theory: ωB97M-V/def2-TZVPD

HOMO level (spin up / spin down) = -7.73 / -8.93 eV
energy relative to the best compared isomer or geometry (same formula, charge and spin) = 0.00 kJ/mol
multiplicity = 5
⟨S²⟩ = 6.016
energy = -58775.1816 eV
max |F| = 0.78 eV/Å

Last column: Löwdin spin population.
Atoms and positions in Å:
F -4.291 -2.511 -0.684  0.000
B -5.403 -1.794 -0.700  0.000
F -6.549 -2.440 -0.720  0.000
H -5.356 -0.610 -0.685  0.000
C -0.286 0.655 0.505  0.005
C -1.119 1.736 -0.201  0.026
C -0.512 3.113 0.081  0.017
C -0.790 3.638 1.487  0.001
C -2.283 3.596 1.806  0.017
C -2.893 2.206 1.614  0.026
N -2.558 1.730 0.232  0.390
O -3.354 2.199 -0.654  0.510
C -2.386 1.239 2.690  0.003
C -4.407 2.266 1.751  -0.001
C -1.082 1.451 -1.697  -0.001
H -0.888 -0.209 0.792  0.001
H 0.496 0.301 -0.165  -0.001
H 0.225 1.027 1.388  0.001
H -0.906 3.830 -0.647  0.002
H 0.565 3.052 -0.091  0.001
H -0.224 3.067 2.229  0.000
H -0.431 4.666 1.560  0.001
H -2.469 3.912 2.836  0.002
H -2.810 4.301 1.155  0.002
H -2.734 0.225 2.488  0.001
H -2.789 1.551 3.654  0.000
H -1.306 1.214 2.785  0.000
H -4.859 3.003 1.092  -0.001
H -4.649 2.536 2.781  0.000
H -4.860 1.298 1.535  0.000
H -1.558 0.496 -1.926  0.000
H -0.037 1.402 -2.005  0.000
H -1.581 2.227 -2.271  0.000
C 4.471 -1.157 4.179  0.004
C 4.148 -0.874 2.701  0.026
C 5.425 -0.843 1.854  0.017
C 6.268 0.417 2.041  0.001
C 5.426 1.676 1.842  0.017
C 4.186 1.715 2.738  0.026
N 3.428 0.433 2.530  0.388
O 2.686 0.472 1.492  0.510
C 4.574 1.929 4.204  0.003
C 3.276 2.871 2.335  -0.001
C 3.224 -1.978 2.204  -0.001
H 3.742 -0.688 4.838  0.002
H 4.432 -2.232 4.357  0.000
H 5.464 -0.822 4.470  0.000
H 5.144 -0.926 0.800  0.002
H 6.011 -1.734 2.097  0.002
H 6.742 0.424 3.026  0.000
H 7.082 0.410 1.314  0.001
H 6.018 2.574 2.034  0.002
H 5.100 1.726 0.798  0.002
H 3.697 1.845 4.848  0.001
H 4.976 2.937 4.310  0.000
H 5.331 1.242 4.566  0.000
H 3.024 2.849 1.277  -0.001
H 3.790 3.810 2.548  0.000
H 2.349 2.847 2.909  0.000
H 2.278 -1.969 2.747  0.000
H 3.714 -2.938 2.374  0.000
H 3.009 -1.879 1.144  0.000
C -7.127 -8.929 -0.522  0.004
C -5.880 -8.943 -1.424  0.025
C -4.602 -9.113 -0.593  0.016
C -4.190 -7.860 0.177  0.001
C -4.109 -6.647 -0.748  0.017
C -5.401 -6.409 -1.532  0.026
N -5.764 -7.683 -2.232  0.388
O -5.146 -7.840 -3.337  0.513
C -6.513 -5.907 -0.603  0.003
C -5.191 -5.331 -2.585  -0.001
C -6.022 -10.106 -2.397  -0.001
H -7.919 -8.320 -0.955  0.002
H -7.510 -9.945 -0.420  0.000
H -6.922 -8.563 0.482  0.000
H -3.787 -9.400 -1.265  0.002
H -4.757 -9.950 0.093  0.002
H -4.882 -7.668 1.001  0.000
H -3.214 -8.029 0.636  0.001
H -3.877 -5.740 -0.184  0.002
H -3.292 -6.797 -1.461  0.002
H -7.458 -5.824 -1.140  0.001
H -6.237 -4.912 -0.258  0.000
H -6.673 -6.517 0.280  0.000
H -4.347 -5.545 -3.236  0.000
H -4.999 -4.382 -2.087  0.000
H -6.078 -5.219 -3.210  0.000
H -6.886 -9.967 -3.047  0.000
H -6.162 -11.021 -1.820  0.000
H -5.141 -10.219 -3.023  0.000
C 4.954 6.809 -1.315  0.004
C 4.482 5.346 -1.238  0.026
C 5.191 4.482 -2.288  0.017
C 4.691 4.699 -3.714  0.001
C 3.173 4.550 -3.789  0.017
C 2.430 5.461 -2.809  0.026
N 2.998 5.226 -1.438  0.393
O 2.500 4.207 -0.855  0.506
C 2.532 6.929 -3.234  0.003
C 0.951 5.100 -2.773  -0.001
C 4.800 4.824 0.157  -0.001
H 4.166 7.494 -1.004  0.002
H 5.798 6.951 -0.641  0.000
H 5.288 7.098 -2.309  0.000
H 5.054 3.430 -2.021  0.002
H 6.263 4.690 -2.223  0.002
H 5.001 5.678 -4.090  0.000
H 5.158 3.963 -4.370  0.001
H 2.811 4.765 -4.798  0.002
H 2.905 3.513 -3.568  0.002
H 2.095 7.579 -2.475  0.001
H 1.965 7.059 -4.157  0.000
H 3.544 7.263 -3.431  0.000
H 0.796 4.045 -2.568  0.000
H 0.512 5.334 -3.744  0.000
H 0.428 5.677 -2.009  0.000
H 4.247 5.377 0.918  0.000
H 5.868 4.954 0.338  0.000
H 4.554 3.770 0.260  0.000

Atoms 1-6, force components in eV/Å:
-0.1006 0.0029 0.0303
0.3067 0.2390 0.0350
-0.1527 -0.1056 -0.0077
-0.0196 -0.0087 -0.0117
-0.1454 -0.1543 0.1344
0.2459 -0.3641 0.0222